1.
78
Properties=species:S:1:pos:R:3:forces:R:3:lowdin_charge:R:1 method="wB97M-V/def2-TZVPD" charge=+1 orbital_gap_ha=0.3234 molar_mass_g_mol=486.58 lumo_energy_ev=-3.3 e_homo_ha=-0.4462
C 1.64167 -2.25901 3.78467 -0.7 0.2 -0.3 -0.090
C 1.84669 -1.51733 2.46319 1.0 -0.2 0.6 -0.265
C 3.01316 -0.52249 2.55203 -0.5 0.0 0.0 -0.218
C 2.66637 0.71474 3.39826 0.6 0.1 -0.7 -0.197
C 3.45960 1.97493 3.00449 0.2 -1.0 -0.1 -0.188
C 3.29607 2.42843 1.55916 -0.2 1.0 0.2 -0.195
C 1.88576 2.96306 1.24401 0.6 -0.7 0.0 -0.128
C 0.94793 1.85933 0.72683 0.0 1.1 0.8 -0.232
C -0.52338 2.25296 1.00946 0.1 -0.1 -0.4 -0.052
C -1.56042 2.18200 -0.13924 -0.2 -0.8 -0.4 -0.220
C -2.84968 1.46423 0.29346 -0.6 1.3 0.6 -0.295
F -2.54737 0.39261 1.12921 0.2 -0.2 -0.2 -0.020
C -3.76144 2.46376 1.05526 -0.1 -0.7 0.4 -0.171
C -4.32088 1.87526 2.36099 0.5 0.7 -0.4 -0.080
C -1.01047 1.67974 -1.51064 1.3 0.0 1.0 -0.198
P -1.11314 -0.14394 -1.73481 -0.8 -0.6 -1.0 0.480
O -2.42825 -0.47278 -2.22479 -1.1 0.4 -0.2 -0.222
O -0.03106 -0.65699 -2.82255 0.9 0.4 1.2 -0.103
O -0.72176 -0.95460 -0.40434 1.0 0.9 -0.2 -0.085
C 0.38344 2.30851 -1.69011 -1.2 -0.1 -0.5 -0.263
C 0.92228 2.35034 -3.10213 0.9 0.3 0.0 -0.127
C 2.25042 3.12794 -3.22494 -0.3 -0.5 -0.2 -0.150
C 3.50797 2.25492 -3.15973 0.1 0.3 0.0 -0.262
O 3.46550 1.14388 -4.03312 -0.3 -0.2 0.4 -0.036
N 1.29632 1.64736 -0.72451 0.8 0.0 0.1 0.137
H 2.44721 -2.96296 3.96512 0.1 0.0 0.1 0.081
H 1.56041 -1.57327 4.62321 0.1 0.1 0.1 0.072
H 0.69822 -2.79819 3.73200 0.0 -0.3 0.2 0.077
H 0.93088 -0.98849 2.18454 -0.1 -0.1 -0.1 0.081
H 2.09885 -2.26725 1.71667 -0.3 0.0 -0.3 0.107
H 3.31474 -0.27635 1.53172 0.1 0.3 0.0 0.089
H 3.87164 -1.00367 3.01484 0.2 -0.2 -0.1 0.121
H 1.59392 0.90238 3.31704 -0.1 0.1 0.3 0.104
H 2.93636 0.49267 4.42464 -0.4 0.0 0.3 0.116
H 3.21630 2.77834 3.69475 -0.1 0.3 -0.1 0.118
H 4.51607 1.75541 3.16298 0.1 0.0 0.0 0.121
H 3.98768 3.25630 1.41514 0.2 0.0 -0.1 0.118
H 3.58654 1.66520 0.83427 0.1 -0.2 0.1 0.094
H 1.46732 3.38679 2.15181 -0.1 0.1 0.0 0.129
H 1.97265 3.75624 0.49876 -0.3 0.2 -0.1 0.126
H 1.24570 0.96444 1.25977 -0.2 -0.4 -0.2 0.105
H -0.84435 1.67179 1.86886 -0.1 -0.2 0.0 0.131
H -0.50343 3.27701 1.36050 0.0 0.2 0.0 0.121
H -1.87595 3.20032 -0.34042 0.0 0.2 -0.1 0.141
H -3.39886 1.08098 -0.56242 0.2 -0.3 -0.1 0.141
H -3.22212 3.36582 1.33802 0.1 0.2 -0.2 0.105
H -4.57571 2.74494 0.39406 0.0 0.2 -0.1 0.116
H -3.49103 1.79506 3.05686 0.0 -0.3 0.2 0.071
H -5.00774 2.60347 2.78188 -0.3 -0.2 0.1 0.079
H -4.78340 0.90963 2.20670 -0.2 -0.1 0.1 0.080
H -1.65069 2.10974 -2.27294 -0.2 -0.3 -0.3 0.148
H 0.64729 -1.17078 -2.34774 -0.2 -0.2 -0.6 0.089
H -0.23996 -0.42137 0.24799 -0.4 -0.4 0.3 0.052
H 0.29156 3.34389 -1.36032 0.2 0.1 0.2 0.167
H 0.19192 2.87552 -3.70831 -0.3 -0.1 0.0 0.137
H 1.07160 1.37398 -3.55647 -0.3 -0.1 0.1 0.104
H 2.31377 3.93021 -2.48740 0.1 0.1 0.1 0.118
H 2.24123 3.59440 -4.20538 0.1 0.2 -0.1 0.124
H 3.75059 1.94161 -2.13390 0.0 -0.1 0.0 0.103
H 4.34345 2.87090 -3.48101 0.2 0.0 0.0 0.127
H 3.13482 0.37638 -3.54530 0.2 0.2 -0.4 0.087
H 1.40626 0.64805 -0.90952 -0.2 0.1 -0.3 0.166
H 2.23588 2.03350 -0.87017 0.0 0.0 0.1 0.134
C -3.43056 -3.05844 -1.44583 0.1 -0.6 0.3 -0.076
C -4.06662 -4.23077 -2.16290 -0.3 0.4 0.2 -0.197
O -3.08443 -5.20078 -2.56171 0.0 -0.1 0.0 0.040
C -2.65334 -6.01107 -1.59635 0.0 0.0 0.0 -0.609
O -3.01830 -6.01181 -0.44816 0.1 0.0 -0.1 0.121
O -1.73422 -6.82748 -2.12169 0.0 0.0 0.0 0.003
C -1.13126 -7.71645 -1.17929 0.1 -0.2 0.0 -0.042
H -2.64127 -2.63634 -2.04927 -0.1 0.0 -0.2 0.045
H -4.16989 -2.28739 -1.23752 0.0 0.0 -0.1 0.082
H -2.98919 -3.37884 -0.49985 -0.1 0.0 0.0 0.080
H -4.53706 -3.89032 -3.08358 0.1 -0.1 -0.1 0.125
H -4.83914 -4.70458 -1.55745 0.1 -0.1 0.1 0.124
H -1.88459 -8.27314 -0.62685 0.0 0.1 0.1 0.097
H -0.49452 -7.16065 -0.49179 -0.1 0.0 0.1 0.095
H -0.52059 -8.41146 -1.74867 0.0 0.1 -0.1 0.093


2.
107
Properties=species:S:1:pos:R:3:forces:R:3:mulliken_spin:R:1 method="wB97M-V/def2-TZVPD" charge=+1 relative_energy_kcal_mol=0.0 orbital_gap_ha="0.2538 / 0.2027" molar_mass_g_mol=1088.35 s_squared=8.78 lumo_energy_ev="-2.1 / -4.5" e_homo_ha="-0.3299 / -0.3679" spin_multiplicity=6
Ru 9.61856 13.18404 13.27265 -0.6 -0.3 0.6 2.323
C 7.67176 9.09107 10.11531 -0.8 0.8 -0.2 0.045
C 7.12858 10.36840 10.20960 0.4 0.4 0.0 -0.024
C 7.43722 11.18202 11.29954 0.0 -0.6 0.0 0.036
C 8.19007 10.70766 12.35925 0.5 -1.4 0.1 -0.071
C 8.71825 9.38929 12.26024 -0.7 1.1 0.6 0.058
C 8.44052 8.61802 11.15384 0.9 -0.3 -0.1 -0.025
N 8.51964 11.51160 13.48694 -0.5 -0.8 0.4 0.513
C 8.38306 10.99568 14.80165 2.1 2.8 -1.2 0.137
C 7.66950 9.93277 15.25040 -1.4 -0.6 -1.1 0.030
C 7.60089 9.62916 16.58232 -0.1 -0.6 0.5 0.057
C 8.35274 10.33412 17.52548 -0.1 0.4 -1.2 0.086
C 9.10247 11.41707 17.08956 -0.2 0.3 0.4 0.051
C 9.09351 11.78782 15.75121 0.2 -0.1 0.3 0.019
N 9.72785 12.89289 15.27206 0.5 0.3 -2.2 0.154
N 10.64317 13.64414 15.99864 -0.2 0.3 -0.2 0.297
C 11.16211 14.65476 15.21573 -0.2 -0.2 1.2 -0.018
C 11.94956 15.65994 15.82439 0.3 0.8 -0.4 0.042
C 12.52335 16.65768 15.03521 -0.2 -1.0 0.6 0.008
C 12.34873 16.61509 13.64676 -0.6 -0.4 -0.3 0.054
C 11.50090 15.66187 13.13009 0.1 -0.3 0.0 -0.009
N 10.90173 14.69818 13.89821 0.3 0.5 -0.9 0.058
H 7.46521 8.48369 9.25007 0.1 -0.1 -0.1 0.002
H 6.54080 10.80909 9.40989 0.0 -0.3 0.0 0.000
H 7.10404 12.18207 11.35578 -0.5 0.9 -0.1 -0.005
H 9.28037 9.01702 13.10226 0.3 -0.2 -0.1 -0.001
H 8.96008 7.68277 11.01811 -0.2 -0.4 0.3 0.000
H 7.04432 9.47498 14.48767 0.0 -0.5 0.4 -0.001
H 6.91098 8.84443 16.86338 0.2 -0.1 0.3 0.006
H 8.27057 10.10731 18.55690 0.0 -0.2 0.8 0.002
H 9.56144 12.13102 17.75705 0.2 -0.2 0.4 0.002
H 12.05294 15.62081 16.90627 0.1 0.1 -0.2 0.004
H 13.14018 17.44149 15.45189 0.0 -0.1 0.3 0.001
H 12.82608 17.30825 12.96443 -0.1 0.0 0.2 0.002
H 11.31822 15.61368 12.05327 -0.1 -0.1 0.5 0.002
C 12.64365 10.51007 10.95220 0.5 -0.2 1.3 0.000
C 11.55519 11.51272 11.21609 0.0 0.5 0.9 0.040
O 11.29682 11.73285 12.40697 -0.3 0.1 0.1 0.113
C 10.95642 12.24862 10.12216 0.2 -0.6 -1.3 0.003
C 11.48041 11.98046 8.84559 0.4 0.3 -0.6 -0.020
C 11.01789 12.55809 7.68775 -0.1 0.6 0.0 0.037
C 9.90091 13.43532 7.76238 0.9 -0.6 -0.4 -0.017
C 9.34217 13.68840 8.97337 0.5 -0.4 1.0 0.031
C 9.89260 13.15252 10.17102 -0.5 0.1 1.0 0.016
O 9.38046 13.53130 11.33098 -0.3 0.4 0.0 0.172
H 13.00953 10.18224 11.96910 -0.4 0.2 -1.2 0.000
H 13.46433 11.04676 10.46374 0.0 -0.4 -0.1 0.001
H 12.31074 9.64559 10.36689 0.2 0.3 0.0 0.002
H 12.38488 11.39494 8.77862 -0.2 -0.2 -0.1 0.001
H 11.59346 12.41120 6.77571 -0.4 0.0 0.1 0.001
H 9.48931 13.95712 6.90577 0.2 -0.3 -0.2 0.000
H 8.49971 14.32788 9.03763 -0.6 0.6 0.3 0.001
C 14.45106 7.65578 17.12542 0.6 -1.2 -0.3 0.002
C 15.29008 8.69709 16.76674 1.0 1.0 0.5 0.009
C 14.82457 10.02500 16.75283 -0.8 -0.9 -0.6 -0.005
C 13.43855 10.24875 16.92849 0.7 -1.0 0.3 0.170
C 12.61618 9.15203 17.19783 -1.1 -0.2 0.3 0.025
C 13.10644 7.84886 17.31499 -0.2 1.4 0.0 0.013
Sb 12.46150 12.11292 16.72122 0.3 1.2 0.0 0.391
C 12.66226 13.08105 18.65238 -0.6 -0.1 -1.2 0.003
C 11.72608 13.98390 19.13149 -1.1 0.8 -0.3 0.001
C 11.90189 14.58639 20.37789 1.2 -0.9 -0.5 0.001
C 13.06060 14.29986 21.11221 -0.2 -1.0 -1.4 0.002
C 14.03809 13.41535 20.59131 -1.4 0.9 0.3 0.003
C 13.80512 12.80879 19.36554 1.1 -0.4 0.1 0.031
C 13.95563 13.13520 15.53918 -0.9 0.3 0.8 0.008
C 14.91020 13.95339 16.13952 -0.4 -0.7 0.4 0.010
C 15.93612 14.47191 15.38539 0.5 0.4 -0.6 0.000
C 15.97920 14.27009 13.99933 -1.3 -0.6 0.6 0.003
C 14.93914 13.52102 13.40403 1.0 1.2 0.5 0.013
C 13.90700 13.01444 14.16135 0.8 -0.4 0.5 0.022
H 14.85188 6.64019 17.21095 0.0 0.4 -0.1 0.000
H 16.37420 8.51240 16.59917 -1.0 0.1 0.1 0.001
H 15.51369 10.81479 16.49244 0.0 0.2 0.1 0.002
H 11.51879 9.25685 17.36418 0.9 0.3 -0.3 -0.004
H 12.41038 7.07001 17.54899 0.0 -0.5 0.1 0.000
H 10.83045 14.31094 18.54175 0.9 -0.7 0.4 -0.003
H 11.14986 15.25875 20.71234 -0.3 0.5 0.5 0.000
H 13.15884 14.70450 22.08015 0.3 0.5 0.9 0.000
H 14.92382 13.22918 21.16257 0.4 -0.2 0.1 0.001
H 14.55174 12.13967 18.91818 -0.2 0.1 0.4 -0.002
H 14.85290 14.15897 17.20745 0.2 -0.1 -0.2 0.001
H 16.70052 15.03853 15.90790 0.0 0.1 -0.3 0.000
H 16.74415 14.73572 13.41500 0.4 0.0 -0.3 0.000
H 14.92034 13.37348 12.35240 0.1 0.0 -0.8 0.000
H 13.14282 12.44827 13.68759 -0.6 -0.4 -0.3 -0.033
C 6.66208 19.33447 12.08716 0.6 0.0 1.4 -0.001
Ge 7.60625 17.67406 12.68869 0.6 1.1 -0.4 -0.002
C 8.98574 17.33330 11.34277 -0.6 0.1 -0.5 0.003
C 8.45471 17.97780 14.41784 -0.1 0.3 0.0 -0.001
C 6.29961 16.27903 12.81296 -0.7 -1.3 -0.8 0.014
Se 6.86528 14.55699 13.69086 -0.1 0.9 -0.6 0.104
C 6.82359 15.15574 15.52656 0.7 1.8 -0.4 -0.001
H 7.37620 20.15509 11.89516 -0.3 -0.5 -0.3 0.000
H 5.94688 19.74416 12.82367 0.2 -0.4 -0.3 0.000
H 6.13129 19.01724 11.21788 -0.4 0.2 -0.8 0.000
H 9.80330 17.97924 11.65838 0.3 -0.1 -0.3 0.000
H 8.60342 17.67757 10.35638 0.4 -0.2 0.6 0.000
H 9.29085 16.28444 11.26297 0.0 0.2 0.1 -0.002
H 9.06280 18.90240 14.34829 -0.2 -0.6 0.2 0.000
H 9.03269 17.11999 14.77506 0.1 0.2 -0.1 0.000
H 7.63187 18.13928 15.11612 0.2 0.2 0.2 0.000
H 5.90381 15.97135 11.80654 0.6 0.2 0.8 0.000
H 5.43190 16.72557 13.29838 -0.1 -0.5 0.4 0.005
H 7.70640 15.71386 15.89250 -0.2 -0.6 -0.5 0.002
H 6.65515 14.30211 16.10495 -0.3 -1.2 1.0 0.000
H 5.99463 15.84753 15.60604 -0.3 -0.1 0.1 0.002


3.
29
Properties=species:S:1:pos:R:3:forces:R:3:mulliken_spin:R:1 method="wB97M-V/def2-TZVPD" charge=+2 orbital_gap_ha="0.3318 / 0.0710" molar_mass_g_mol=243.66 s_squared=0.75 lumo_energy_ev="-6.5 / -13.2" e_homo_ha="-0.5724 / -0.5567" spin_multiplicity=2
Rb -0.21175 1.10235 -0.14890 0.4 0.5 -0.1 -0.001
O -0.38160 1.01928 2.59687 -0.1 -0.1 -0.4 0.000
H -0.91175 0.32340 2.98539 -0.2 -0.1 0.4 0.000
H 0.09670 1.39707 3.33493 0.2 0.2 0.3 0.000
O -2.78395 2.61320 -0.39257 0.4 -0.5 0.0 0.000
H -2.62927 3.43593 -0.85670 -0.1 0.4 -0.2 0.000
H -3.39670 2.84322 0.30590 -0.3 0.1 0.2 0.000
C 4.20666 1.60193 0.84597 0.1 1.4 0.0 0.006
C 3.27492 0.55926 1.44840 2.4 -0.9 -0.6 0.000
O 2.46872 -0.06433 0.46992 -1.7 0.2 -0.1 0.013
O 5.24964 1.06580 0.05856 -0.4 -1.6 0.5 0.039
H 4.57483 2.16193 1.70559 0.4 0.2 0.1 0.007
H 3.71102 2.32734 0.20082 -0.7 0.2 0.2 0.003
H 2.76409 0.88161 2.35572 -0.7 0.4 -0.7 0.000
H 3.94403 -0.20652 1.84079 0.2 -0.2 0.1 0.001
H 3.01658 -0.49401 -0.19100 0.4 0.0 0.1 -0.001
H 5.83055 1.69789 -0.37112 -0.3 0.4 0.2 -0.001
C -3.31274 -1.01836 -2.04871 0.7 0.4 -0.3 0.026
C -2.68988 -1.89874 -0.98286 -1.5 1.6 -0.7 0.079
C -1.47741 -2.74902 -1.47320 2.1 -1.2 -0.6 0.246
O -2.13246 -1.12298 0.04061 -0.3 -0.4 -1.1 0.532
H -4.27242 -0.61063 -1.73109 0.0 0.0 0.3 0.018
H -3.45330 -1.43299 -3.04692 0.0 -0.8 0.4 -0.003
H -2.63191 -0.19418 -2.26155 -0.1 0.4 0.3 0.005
H -3.39934 -2.57706 -0.50889 -0.1 -0.7 0.0 0.034
H -0.58003 -2.18697 -1.73189 -0.2 0.6 0.4 -0.006
H -1.69224 -3.20708 -2.43866 -1.0 -0.1 0.1 0.016
H -1.17330 -3.51644 -0.76137 -0.3 0.1 0.1 0.001
H -2.00769 -1.75092 0.75595 0.3 -0.3 1.1 -0.015


4.
9
Properties=species:S:1:pos:R:3:forces:R:3:nbo_charge:R:1 method="wB97M-V/def2-TZVPD" charge=0 relative_energy_kcal_mol=64.2 orbital_gap_ha=0.3513 molar_mass_g_mol=80.13 lumo_energy_ev=0.3 e_homo_ha=-0.3398
C -0.27398 0.83303 0.62328 -1.5 0.9 -3.6 -0.452
C -0.65003 -0.17206 -0.19940 -3.3 1.0 1.3 0.224
F -1.57666 0.14141 -1.31624 2.6 -0.3 2.1 -0.382
S -1.07824 -1.79426 0.40901 3.4 -0.6 0.1 0.020
H 0.21921 0.86356 1.57486 0.1 -0.5 0.0 0.243
H -0.63842 1.78051 0.12963 1.0 -0.6 0.9 0.233
H 1.61122 -0.70141 -0.32772 1.8 -2.7 -0.8 -0.015
H 2.04584 -1.42266 -0.53152 -1.4 2.5 0.7 0.003
H -2.29204 -1.66883 0.10271 -2.6 0.4 -0.7 0.127


5.
18
Properties=species:S:1:pos:R:3:forces:R:3:mulliken_spin:R:1 method="wB97M-V/def2-TZVPD" charge=+3 relative_energy_kcal_mol=3.1 orbital_gap_ha="0.2848 / 0.1979" molar_mass_g_mol=252.96 s_squared=8.83 lumo_energy_ev="-15.2 / -17.4" e_homo_ha="-0.8431 / -0.8375" spin_multiplicity=6
O -0.83031 2.66351 0.35438 1.1 -4.4 -2.9 0.054
C -0.53377 1.68289 -0.25958 -0.4 6.3 4.4 -0.014
Fe 0.88992 0.10642 0.28944 -0.1 2.9 -4.5 4.096
O -1.60341 1.68038 -2.53148 1.4 -3.0 4.3 0.080
C -1.29883 1.09104 -1.55450 -2.5 2.9 -5.8 0.047
C -0.47792 -0.40256 1.36552 -9.4 -2.9 7.3 0.037
O -1.43932 -0.64655 1.96731 4.8 1.2 -3.0 0.057
C -0.64617 -0.54596 -1.15249 -2.4 -6.2 -2.4 0.022
O -1.10681 -1.59802 -1.42733 2.0 4.8 1.2 0.034
N 5.09192 0.97144 -0.62628 -1.0 -1.9 -0.3 0.225
N 4.12223 0.04049 -0.24927 1.3 2.2 2.7 0.104
N 4.56639 -0.86791 0.68964 -0.9 0.3 -1.3 0.014
C 3.48244 -1.17864 1.33244 1.0 -0.8 0.8 0.074
N 2.40275 -0.46431 0.92087 4.5 -0.8 0.6 0.279
N 2.87542 0.40558 -0.02150 0.7 -0.8 -0.8 -0.115
H 5.11592 1.13653 -1.62486 -0.3 0.5 -0.6 0.006
H 5.96261 0.53482 -0.33938 0.7 0.1 0.2 -0.004
H 3.52688 -1.89417 2.13561 -0.4 -0.3 0.2 0.003


6.
10
Properties=species:S:1:pos:R:3:forces:R:3:nbo_charge:R:1 method="wB97M-V/def2-TZVPD" smiles=Cc1cnno1 charge=0 relative_energy_kcal_mol=58.7 orbital_gap_ha=0.4045 molar_mass_g_mol=84.08 lumo_energy_ev=0.8 e_homo_ha=-0.3767
C -0.87845 1.85014 0.16320 -0.1 2.0 0.4 -0.664
C -0.38704 0.47457 0.00016 1.3 1.8 -0.4 0.276
C -0.62305 -0.60329 0.70940 0.2 -1.8 0.5 -0.184
N 0.35961 -1.53165 0.35351 -1.4 -0.7 0.4 -0.185
N 1.07092 -1.07127 -0.54197 1.0 0.2 0.1 0.105
O 0.70910 0.25380 -0.75407 -0.7 0.4 -0.5 -0.299
H -0.13687 2.44378 0.86487 -1.5 -1.2 -1.4 0.245
H -1.89684 1.78706 0.67992 1.4 0.4 -0.9 0.238
H -0.90831 2.41820 -0.83261 -0.2 -0.8 1.5 0.244
H -1.41326 -0.78757 1.40306 0.0 -0.3 0.3 0.226


What total energy values result from the calculations? In sequence: -51385.0903 -191599.2790 -16351.4685 -15704.5713 -55216.1503 -8201.3379 eV.